Computed, not measured: a cluster of 2 separate species, C3H10NOS in total, with ωB97M-V with the def2-TZVPD basis set.

HOMO-LUMO gap	6.85	eV
charge	-1
HOMO	-0.1011	hartree

Geometry as XYZ:
```
16
Properties=species:S:1:pos:R:3:forces:R:3
C 0.845237 0.607859 -0.072724 0.2 -0.4 -0.8
C -0.361137 0.212359 -0.927512 0.0 -0.4 0.0
S -1.321497 -1.156994 -0.166700 -0.1 0.4 0.0
C 1.981904 -0.380062 -0.300907 -0.2 -0.4 0.7
N 3.174492 -0.204674 0.558000 -0.3 0.3 -0.1
H 0.524548 0.563573 0.971899 0.2 0.3 0.0
H 1.194521 1.592579 -0.388523 0.0 0.4 0.3
H -0.015677 -0.143868 -1.903392 0.1 0.2 -0.1
H -0.940777 1.115969 -1.141639 -0.2 -0.1 0.1
H 2.284748 -0.407158 -1.346214 0.1 0.2 -0.1
H 1.554353 -1.354115 -0.070568 0.1 -0.2 -0.1
H 3.490502 0.756257 0.445323 0.1 0.0 0.0
H 2.826627 -0.223075 1.513296 0.1 -0.1 0.0
H -2.357156 1.306269 0.299490 -0.1 -0.1 0.1
H -3.455445 1.061120 1.262033 0.0 -0.1 0.0
O -3.044854 1.791457 0.790025 0.2 0.0 -0.1
```
Forces are in eV/Å.